(1)
69
Properties=species:S:1:pos:R:3:lowdin_spin:R:1 method="wB97M-V/def2-TZVPD" e_lumo_ev="-5.08 / -8.36" multiplicity=3 orbital_gap_ev="8.5 / 6.2" s2=2.0103 homo_energy_ha="-0.5003 / -0.5364" charge=+2
Au 0.15139 0.06073 -0.31766 0.6607
C 0.98638 1.34236 4.48203 0.0003
O 0.56043 2.27857 3.45635 0.0051
C 0.24919 1.76127 2.29781 0.0089
O 0.27724 0.55855 2.03264 0.0759
N -0.12588 2.72732 1.42275 0.0038
N -0.47382 2.39009 0.12281 0.0706
H 1.14556 1.94209 5.36662 0.0000
H 1.90902 0.85878 4.17564 0.0001
H 0.21129 0.60335 4.65493 0.0001
H -0.14582 3.68667 1.72232 0.0011
H 0.04733 2.97050 -0.52017 0.0007
H -1.46374 2.54027 -0.01935 0.0030
N -1.25481 -2.16064 -2.16377 0.0498
P -0.50156 -0.73107 -2.63599 0.2654
C -1.34861 -0.26193 -4.14238 0.0542
C -2.08418 0.91934 -4.21473 0.0072
C -2.66912 1.28639 -5.41921 -0.0005
C -2.51861 0.47447 -6.53419 0.0005
C -1.78581 -0.70926 -6.45795 0.0039
C -1.18041 -1.07753 -5.26843 0.0129
C 1.17544 -1.11791 -3.14279 0.0440
C 1.93844 -0.07424 -3.68103 0.0224
C 3.19821 -0.34508 -4.19046 -0.0014
C 3.69516 -1.64707 -4.15509 0.0185
C 2.94479 -2.67456 -3.59996 0.0014
C 1.68256 -2.41436 -3.08270 0.0160
C -1.33608 -2.63414 -0.86357 0.0153
C -1.98293 -3.82553 -0.56611 0.0098
C -2.03555 -4.23458 0.74792 -0.0002
C -1.44470 -3.46185 1.74877 0.0103
C -0.82647 -2.29374 1.38985 0.0152
N -0.78284 -1.88780 0.09584 0.1645
H -1.89710 -2.56902 -2.82278 0.0017
H -2.21479 1.54454 -3.33702 0.0032
H -3.24448 2.20243 -5.48397 0.0000
H -2.96957 0.76517 -7.47584 0.0000
H -1.67465 -1.33982 -7.33268 0.0007
H -0.58159 -1.98110 -5.22352 0.0004
H 1.54102 0.93697 -3.72636 0.0010
H 3.78766 0.45147 -4.62977 -0.0004
H 4.67622 -1.85925 -4.56503 0.0009
H 3.34011 -3.68394 -3.57420 0.0000
H 1.09481 -3.21735 -2.64977 0.0007
H -2.41733 -4.42160 -1.36229 0.0013
H -2.53630 -5.16276 0.99875 0.0000
H -1.48017 -3.75717 2.78985 0.0011
H -0.35820 -1.63841 2.11561 0.0022
C 5.00476 1.00593 1.65011 0.0023
C 4.40905 0.33145 0.43652 0.0191
C 5.18713 0.67775 -0.81372 0.0021
O 3.04095 0.87428 0.24250 0.0665
B 2.28664 -0.18788 -0.09297 0.2780
O 2.84404 -1.41087 -0.06501 0.0549
C 4.14777 -1.20800 0.61559 0.0160
C 3.92882 -1.61500 2.06187 0.0015
C 5.17045 -2.09454 -0.05158 0.0022
H 5.16552 2.06427 1.43723 0.0001
H 5.97337 0.55874 1.89168 0.0013
H 4.35418 0.92206 2.52161 0.0001
H 5.14981 1.75792 -0.96457 0.0000
H 4.76448 0.19111 -1.69396 0.0001
H 6.23271 0.37971 -0.71364 0.0010
H 3.15462 -1.00247 2.53481 0.0002
H 4.85028 -1.52473 2.63931 0.0007
H 3.60560 -2.65736 2.09064 0.0000
H 5.24297 -1.90429 -1.12188 0.0002
H 4.89742 -3.14152 0.09983 0.0001
H 6.15191 -1.93261 0.40032 0.0012

(2)
79
Properties=species:S:1:pos:R:3:lowdin_spin:R:1 method="wB97M-V/def2-TZVPD" e_lumo_ev="-11.75 / -11.31" multiplicity=2 orbital_gap_ev="4.4 / 4.8" s2=0.7598 homo_energy_ha="-0.5937 / -0.5935" charge=+3
Re -0.98848 0.00259 0.50820 0.8306
C -3.81318 -0.38241 -0.64120 0.0040
C -3.53808 -1.87011 -0.86220 0.0003
C -2.15738 -2.30371 -1.29190 0.0005
C -2.08458 -3.40151 -2.14810 0.0001
C -0.86158 -3.96111 -2.46890 0.0019
C 0.27892 -3.39771 -1.91550 -0.0004
C 0.13932 -2.29021 -1.10490 0.0031
N -1.04348 -1.74221 -0.79530 -0.0010
N -3.16978 0.17079 0.56780 0.0015
C -3.67808 -0.51701 1.78730 0.0041
C -2.77068 -1.62871 2.24970 0.0019
C -3.24238 -2.73691 2.94010 -0.0006
C -2.33708 -3.69401 3.37820 0.0004
C -0.98558 -3.49261 3.13130 0.0002
C -0.59838 -2.36281 2.43520 0.0045
N -1.46508 -1.45021 1.99230 0.0079
C -3.48818 1.61309 0.70010 0.0006
C -2.54568 2.25539 1.68820 0.0047
C -2.89718 3.35599 2.45260 -0.0010
C -1.94608 3.94069 3.27810 0.0056
C -0.67718 3.38149 3.33270 0.0002
C -0.41268 2.26319 2.56500 0.0024
N -1.31768 1.71189 1.75940 -0.0015
H -4.89958 -0.24661 -0.56590 0.0006
H -3.46308 0.18489 -1.50770 0.0000
H -4.24088 -2.20211 -1.62890 0.0001
H -3.77868 -2.43561 0.04420 0.0001
H -2.99008 -3.82641 -2.55160 0.0000
H -0.80338 -4.82071 -3.11740 0.0001
H 1.25582 -3.81211 -2.10690 -0.0001
H 1.00802 -1.79581 -0.69950 0.0002
H -4.69698 -0.88051 1.61790 -0.0001
H -3.72578 0.21619 2.60110 0.0000
H -4.29908 -2.85651 3.12700 0.0000
H -2.67958 -4.57211 3.90380 0.0000
H -0.24778 -4.20491 3.46320 0.0001
H 0.44302 -2.16931 2.21680 0.0001
H -4.53278 1.75889 0.99450 -0.0003
H -3.34418 2.08929 -0.27530 0.0000
H -3.90108 3.74569 2.41020 -0.0002
H -2.19128 4.80389 3.87600 0.0003
H 0.09102 3.79969 3.96240 -0.0001
H 0.55032 1.77239 2.58370 0.0000
O 1.15312 -0.06221 1.04040 0.0221
S 2.64462 0.04129 0.76610 0.0061
C 2.98362 1.81079 0.41710 0.0012
C 3.93542 2.31229 1.48820 0.0002
C 3.56042 1.62229 2.79760 0.0001
C 3.35582 0.15579 2.47420 0.0004
H 2.01712 2.31229 0.43390 0.0001
H 3.40882 1.87919 -0.57860 0.0002
H 3.85762 3.39419 1.58980 0.0001
H 4.96652 2.07279 1.22330 0.0000
H 2.64992 2.05839 3.21190 0.0000
H 4.35202 1.74389 3.53860 0.0000
H 2.71522 -0.37591 3.17230 0.0000
H 4.30572 -0.36971 2.40210 -0.0001
B -0.93378 2.87219 -3.07290 0.0148
C -0.82318 1.91819 -1.92600 0.0533
N -0.79938 1.19649 -1.00160 0.0140
H -0.76338 2.32949 -4.11350 0.0019
H -2.03658 3.32179 -3.07960 0.0189
H -0.15278 3.76389 -2.97000 -0.0046
C 2.24852 1.27759 -3.74210 0.0004
N 3.21542 0.23839 -3.46940 0.0000
C 4.17312 -0.06341 -4.51000 0.0000
C 3.13882 -0.45441 -2.33840 0.0000
C 4.13542 -1.55061 -2.12670 0.0000
O 2.26842 -0.18371 -1.47820 -0.0003
H 2.75622 2.22979 -3.90050 0.0000
H 1.57752 1.35249 -2.88910 0.0002
H 1.67252 1.02559 -4.63220 0.0001
H 4.12502 0.70769 -5.27480 0.0000
H 3.95982 -1.02701 -4.97900 0.0000
H 5.18992 -0.08901 -4.11730 0.0000
H 4.05182 -2.30741 -2.90360 0.0000
H 3.99122 -2.01191 -1.15470 0.0000
H 5.14552 -1.15361 -2.18340 0.0000

(3)
32
Properties=species:S:1:pos:R:3:lowdin_charge:R:1 method="wB97M-V/def2-TZVPD" smiles="COc1ccccc1OC[C@@H](O)COC(N)=O" e_lumo_ev=0.87 orbital_gap_ev=9.3 homo_energy_ha=-0.3089 charge=0
C 0.25892 1.97699 2.19323 -0.0663
H 1.10253 2.62673 2.44392 0.0958
O 0.69772 0.70347 1.77384 -0.0920
C 1.43022 0.61740 0.63016 -0.2130
C 1.91398 1.69166 -0.10162 -0.0081
C 2.64168 1.47308 -1.26078 -0.0839
C 2.89907 0.18945 -1.70056 -0.0895
C 2.41910 -0.89311 -0.98091 -0.0123
C 1.68456 -0.69055 0.17375 -0.2161
O 1.21295 -1.73438 0.94656 -0.0334
C 0.28095 -2.61280 0.35846 -0.1256
H 0.60998 -2.96540 -0.62644 0.1243
H 0.23100 -3.45820 1.04843 0.1358
C -1.12191 -1.96868 0.24472 -0.3186
O -1.45096 -1.26434 1.40379 0.0043
H -0.69426 -0.69656 1.64306 0.0805
H -1.87334 -2.76189 0.15077 0.1532
C -1.22041 -1.07164 -1.00996 -0.1040
H -0.47252 -0.27327 -0.98101 0.1170
H -1.09587 -1.66981 -1.91536 0.1381
O -2.51187 -0.48635 -1.07691 0.0159
C -2.62286 0.77010 -0.59625 -0.6136
O -1.70095 1.48183 -0.28638 0.0869
N -3.92174 1.14709 -0.57539 0.1895
H -4.16213 2.02556 -0.15368 0.1121
H -4.63672 0.46043 -0.73333 0.1088
H 2.61394 -1.90171 -1.31374 0.1192
H 3.47005 0.02425 -2.60114 0.1007
H 3.00621 2.32033 -1.82158 0.1030
H 1.71213 2.70178 0.21446 0.1093
H -0.33678 1.79843 3.08686 0.1002
H -0.36267 2.44007 1.42303 0.0817

Table of energy above the lowest of the compared OMol25 structures with the same formula, charge and spin (kcal per mole), in record order: 0.0; 22.3; 17.2
Table of energy (eV), in record order: -54256.0875; -56337.2726; -23377.9673